The following is a DFT calculation (wB97M-V/def2-TZVPD) of 2 unconnected molecules or ions with the total composition C3H12N3O in a non-equilibrium geometry.

CARTESIAN COORDINATES (ANGSTROEM)
C -1.035 -0.656 -1.246
C -1.093 -0.480 0.298
C -0.733 0.921 0.742
N -1.034 2.061 0.165
N 2.323 -0.066 -0.110
N -0.036 -1.359 0.848
O 1.390 0.910 -0.344
H -0.363 0.230 -1.669
H -0.686 -1.606 -1.413
H -1.974 -0.497 -1.662
H -2.067 -0.701 0.626
H -0.071 0.838 1.559
H -1.660 1.989 -0.614
H -0.430 2.849 0.269
H 2.963 -0.282 -0.824
H 2.807 0.072 0.713
H 1.753 -0.902 0.066
H -0.211 -2.358 0.852
H 0.156 -0.961 1.743

* E_tot: -360.645103 hartree
* E_HOMO: -13.2696 eV
* F_max: 0.0986 hartree/bohr
* net charge: +1
* LUMO energy: -4.12 eV

The following is a DFT calculation (wB97M-V/def2-TZVPD) of a molecular structure, C26H43Cl3ErO2P2 in a non-equilibrium geometry.

CARTESIAN COORDINATES (ANGSTROEM)
Er -1.039 0.911 0.288
C 0.428 0.576 2.285
C 1.283 0.877 1.174
C -0.135 2.697 1.482
C -0.480 1.685 2.454
C 0.967 2.192 0.704
C 0.632 -0.570 3.199
H 1.348 -1.297 2.802
H -0.325 -1.077 3.341
H 1.013 -0.278 4.195
C -1.485 1.802 3.544
H -1.033 1.495 4.498
H -2.389 1.190 3.390
H -1.805 2.847 3.638
C -0.882 3.978 1.292
H -1.161 4.372 2.281
H -1.818 3.922 0.697
H -0.237 4.716 0.804
C 1.690 2.870 -0.408
H 2.199 3.790 -0.067
H 1.000 3.142 -1.223
H 2.467 2.205 -0.798
C 2.271 -0.055 0.571
H 3.323 0.214 0.776
H 2.168 -0.085 -0.529
H 2.138 -1.073 0.947
C -0.335 -3.618 -1.768
C 0.798 -3.552 -1.051
C 2.167 -3.188 -1.535
C 2.328 -2.923 -3.057
C 2.060 -1.477 -3.393
C 0.858 -0.940 -3.674
C -0.404 -1.426 -3.012
C -0.594 -2.960 -3.102
H 2.869 -3.993 -1.249
H 1.717 -3.649 -3.610
H 2.472 -2.294 -0.965
H 0.033 -3.332 -3.922
H -1.204 -4.153 -1.336
H 0.775 -3.725 0.046
H -1.628 -3.197 -3.404
H -0.427 -1.132 -1.933
H 0.776 0.015 -4.226
H -1.283 -0.956 -3.471
H 3.375 -3.163 -3.330
H 2.945 -0.832 -3.384
P -0.884 -0.927 -6.198
P -1.005 1.979 -6.999
C -1.169 -0.634 -8.042
C -1.635 0.787 -8.314
H -1.920 -1.357 -8.397
H -0.235 -0.833 -8.587
H -1.288 1.113 -9.308
H -2.732 0.847 -8.307
C -1.693 3.386 -7.996
H -1.353 4.343 -7.582
H -2.787 3.358 -7.941
H -1.386 3.316 -9.050
C 0.697 2.070 -7.741
H 0.665 2.048 -8.840
H 1.311 1.240 -7.376
H 1.161 3.009 -7.415
C -2.498 -1.828 -6.020
H -2.665 -2.162 -4.990
H -2.533 -2.684 -6.708
H -3.295 -1.119 -6.288
C 0.341 -2.290 -6.487
H 0.793 -2.203 -7.503
H -0.154 -3.277 -6.382
H 1.175 -2.205 -5.752
Cl -1.330 -3.267 1.812
C -2.873 -2.523 2.309
Cl -4.100 -3.758 2.363
Cl -2.734 -1.747 3.879
C -3.208 -1.377 1.277
O -4.245 -1.393 0.652
O -2.214 -0.507 1.189

* E_tot: -4245.015496 hartree
* E_HOMO (alpha / beta): -10.0095 / -10.0095 eV
* multiplicity: 4
* F_max: 0.0436 hartree/bohr
* net charge: +1
* LUMO energy (alpha / beta): -4.55 / -4.46 eV

The following is a DFT calculation (wB97M-V/def2-TZVPD) of a molecular structure, CBr2Cl2S in a non-equilibrium geometry.

CARTESIAN COORDINATES (ANGSTROEM)
C -1.447 0.095 0.722
S -0.348 -0.041 1.952
Cl 3.075 -0.822 -1.078
Cl 1.919 0.707 -0.712
Br -2.297 1.441 -0.154
Br -0.903 -1.381 -0.730

* E_tot: -6504.604400 hartree
* E_HOMO (alpha / beta): -9.3657 / -9.3659 eV
* F_max: 0.0991 hartree/bohr
* LUMO energy (alpha / beta): -1.76 / -1.76 eV